*i*
Entry from the OMol25 dataset: an isolated ion of composition C3H10NO and charge +2 (ωB97M-V/def2-TZVPD).

LUMO level (spin up / spin down) = -8.460 / -15.209 eV
Highest occupied orbital energy (spin up / spin down) = -22.84 / -22.82 eV

```
! wB97M-V def2-TZVPD RIJCOSX def2/J DEFGRID3
* xyz 2 2
O 0.8758 1.9673 -0.1436
C 0.1360 1.5200 0.8887
C -0.3598 0.0723 0.6975
N 0.4009 -0.7810 -0.3749
C -0.5054 -1.7214 -1.1282
H 1.4696 2.7189 0.1178
H -0.8004 2.1584 0.8963
H 0.6914 1.6765 1.8120
H -0.3011 -0.5002 1.6228
H -1.3919 0.0023 0.3670
H 0.7368 -0.0734 -1.0292
H 1.1886 -1.1963 0.1186
H -0.5777 -2.6394 -0.5583
H -1.5035 -1.2976 -1.1800
H -0.0594 -1.9064 -2.1064
*
```

***

*ii*
Entry from the OMol25 dataset: a 2-piece molecular cluster, C3H10NO overall (ωB97M-V/def2-TZVPD).

LUMO level (spin up / spin down) = -8.977 / -12.797 eV
Highest occupied orbital energy (spin up / spin down) = -21.13 / -22.54 eV

```
! wB97M-V def2-TZVPD RIJCOSX def2/J DEFGRID3
* xyz 2 2
C 1.2794 -0.1342 -2.0421
N 0.4779 0.8600 -1.1963
H 0.5420 -0.5021 -2.7379
H 1.5353 -0.9675 -1.3965
H 2.0923 0.4115 -2.4968
H 0.0520 1.6459 -1.6932
H -0.2484 0.3840 -0.6334
H 1.0734 1.2589 -0.4612
C -0.3844 0.2377 2.3735
C -1.2600 -0.6421 1.7362
O -1.7169 -0.5696 0.5270
H 0.1783 1.0884 2.0045
H -0.0985 -0.0619 3.3778
H -1.4562 -1.5448 2.3155
H -2.0662 -1.4642 0.3229
*
```

***

*ii* is the most stable structure; the next one sits 39.5 kcal/mol above it.